[1]
# C21H52B2N10O23

A 11-piece molecular cluster, C21H52B2N10O23 overall (ωB97M-V/def2-TZVPD, OMol25).

Summary:
charge = 0
E_HOMO = -9.470 eV

Each line ends with the Mulliken charge.
Atoms and positions in Å:
C 4.87230 -2.10937 1.00158  -0.947
C 4.54828 -1.15705 0.15117  -0.149
C 3.26252 -0.41640 0.28945  0.594
O 2.99097 0.28015 1.23209  -0.488
O 2.41490 -0.59703 -0.74527  -0.049
C 1.02093 -0.49826 -0.38033  -0.554
C 0.12442 -1.00001 -1.50490  -0.210
C 0.64671 -2.08044 -2.45551  0.254
C 0.68854 -3.53145 -1.96580  -0.718
C 1.86563 -3.93252 -1.04743  0.028
C 1.49594 -4.63082 0.28310  -0.893
B 0.71094 -3.71128 1.27878  -0.116
B -0.90467 -3.80865 1.75521  0.460
O -1.25233 -4.46936 2.93453  -0.793
C -2.07249 -3.08818 0.99454  0.237
C -2.57992 -1.85651 1.77904  -1.167
H 4.17584 -2.46063 1.75231  0.234
H 5.85108 -2.56695 0.96931  0.325
H 5.19253 -0.90260 -0.68425  0.324
H 0.79559 0.54870 -0.17701  0.573
H 0.87440 -1.03423 0.55777  0.128
H -0.80585 -1.33047 -1.03928  -0.226
H -0.14193 -0.13835 -2.12065  0.461
H -0.02417 -2.05533 -3.31627  0.200
H 1.62727 -1.79561 -2.83996  -0.542
H 0.76285 -4.14945 -2.86299  0.392
H -0.27196 -3.79956 -1.51363  0.369
H 2.52276 -3.08420 -0.85075  -0.286
H 2.47614 -4.64775 -1.60249  0.536
H 2.44243 -4.88851 0.77576  0.413
H 0.97354 -5.56657 0.06289  0.337
H 1.34705 -2.81171 1.77242  -0.115
H -0.74861 -5.28152 3.04211  0.306
H -2.88876 -3.78655 0.78547  0.380
H -1.72306 -2.73469 0.02133  -0.275
H -1.88574 -1.02922 1.63718  0.178
H -3.53760 -1.53076 1.37733  0.398
H -2.69687 -2.06009 2.84123  0.416
C -5.41554 1.19083 -0.84316  -0.807
N -4.09522 0.66472 -1.28572  0.762
O -3.28352 0.38075 -0.43420  -0.400
O -3.91730 0.55238 -2.48451  -0.509
H -5.41552 1.22979 0.23949  0.312
H -5.53250 2.17535 -1.28589  0.312
H -6.17419 0.51506 -1.22625  0.316
C -1.11372 2.03580 3.95360  -0.350
N -2.55715 1.68026 3.86412  1.018
O -3.37389 2.57692 3.93167  -0.560
O -2.81862 0.50489 3.71668  -0.567
H -1.03316 3.10772 4.08078  0.047
H -0.69976 1.49761 4.80111  0.312
H -0.64824 1.70126 3.03074  0.130
C -3.26731 -1.19318 -5.02020  -0.838
N -2.14923 -1.42036 -5.97660  0.955
O -1.26232 -2.18159 -5.65665  -0.540
O -2.20583 -0.81930 -7.03193  -0.563
H -3.08332 -1.78769 -4.13386  0.268
H -3.28799 -0.13412 -4.78814  0.349
H -4.18120 -1.48710 -5.52793  0.341
C 4.14106 -0.59733 -3.54781  0.117
N 5.56850 -0.84854 -3.88701  1.051
O 6.35407 -0.94609 -2.95942  -0.611
O 5.86007 -0.93976 -5.05663  -0.588
H 4.05833 -0.55408 -2.47259  -0.333
H 3.84579 0.33922 -4.00729  0.054
H 3.55687 -1.41145 -3.96462  0.277
C 2.72272 2.28383 -7.37447  -0.771
N 2.76809 1.15314 -6.40597  0.846
O 1.97124 1.15926 -5.48640  -0.500
O 3.60571 0.29949 -6.59876  -0.470
H 1.93218 2.95915 -7.07144  0.304
H 3.69713 2.76234 -7.35364  0.308
H 2.53791 1.85570 -8.35489  0.295
C 3.21014 2.13840 3.83342  -0.551
N 3.13775 1.88758 5.29947  0.938
O 3.59426 0.84776 5.72456  -0.540
O 2.61434 2.74948 5.97876  -0.549
H 3.68828 1.29420 3.35363  0.307
H 2.19157 2.26388 3.47968  0.103
H 3.77072 3.05794 3.69411  0.287
C -2.76742 0.02935 -10.26511  -0.579
N -4.01627 0.84147 -10.25255  0.880
O -4.79201 0.67983 -9.33441  -0.513
O -4.17227 1.61716 -11.17353  -0.542
H -2.75972 -0.60433 -9.38707  0.230
H -2.77132 -0.54644 -11.18565  0.285
H -1.93408 0.72502 -10.26025  0.261
C 0.12760 -4.23471 6.07260  -0.445
N 0.26468 -5.33079 7.07041  0.897
O -0.45287 -5.30762 8.04691  -0.534
O 1.09500 -6.18400 6.82866  -0.540
H -0.64563 -3.55645 6.41210  0.303
H 1.09263 -3.74200 6.00061  0.310
H -0.14014 -4.68598 5.12527  0.051
C -3.05511 6.47771 4.90796  -0.702
N -1.97930 6.19597 3.92058  0.916
O -1.09456 5.43030 4.25590  -0.546
O -2.04426 6.75372 2.84754  -0.555
H -2.86204 5.90502 5.80612  0.249
H -3.03088 7.54543 5.10492  0.318
H -4.00067 6.19760 4.45368  0.279
C 0.33929 6.91420 7.76776  -0.758
N -1.10400 6.55433 7.70709  0.864
O -1.92227 7.44994 7.78270  -0.520
O -1.36943 5.37873 7.57239  -0.485
H 0.41514 7.98817 7.88458  0.319
H 0.76734 6.38279 8.61219  0.289
H 0.78949 6.57139 6.84045  0.293



[2]
# C21H52BNO7P

A 3-piece molecular cluster, C21H52BNO7P overall (ωB97M-V/def2-TZVPD, OMol25).

Summary:
charge = -1
E_HOMO = -2.914 eV
energy above the lowest of the compared OMol25 structures with the same formula, charge and spin = 0.00 kJ/mol

Each line ends with the Mulliken charge.
Atoms and positions in Å:
C 0.89008 -2.50311 1.98007  -1.522
C -0.42045 -1.73659 1.88801  0.058
C -0.60102 -0.95381 0.56270  -0.829
B -0.33493 0.65737 0.70363  0.537
N 0.90356 0.87840 1.63446  -0.851
C -1.59891 1.52238 1.34165  -1.124
C -2.81341 0.72551 1.82804  -0.362
C -3.78148 0.22269 0.73071  -0.327
C -3.63681 0.88188 -0.63175  0.005
O -4.76916 0.57299 -1.46872  -0.611
P 0.09412 1.50218 -1.09139  0.076
C -0.11717 0.28609 -2.48430  -1.281
C 1.90979 1.89899 -1.16602  -1.113
H 1.17882 -2.94538 1.03078  0.345
H 0.77609 -3.32760 2.69022  0.324
H 1.67928 -1.87415 2.38572  0.337
H -1.23092 -2.46842 1.93853  0.123
H -0.54972 -1.06817 2.73485  0.160
H -1.55562 -1.21406 0.10322  0.283
H 0.15620 -1.34900 -0.12248  0.237
H 1.74205 0.44433 1.26367  0.136
H 1.08330 1.86834 1.76452  0.177
H -1.20750 2.04417 2.22002  0.383
H -1.90096 2.31659 0.66493  0.530
H -3.39425 1.36049 2.50260  0.512
H -2.50782 -0.13235 2.42307  -0.046
H -3.61590 -0.84717 0.58674  0.051
H -4.82060 0.33180 1.03934  0.372
H -3.62686 1.95983 -0.54307  0.268
H -2.72353 0.53144 -1.10852  -0.178
H -4.67943 -0.34253 -1.77640  0.338
H 0.20376 -0.73299 -2.26247  0.289
H 0.49172 0.62596 -3.32408  0.429
H -1.14051 0.29042 -2.84218  0.291
H 2.13856 2.15139 -2.20196  0.325
H 2.56646 1.06796 -0.89931  0.365
H 2.10480 2.78249 -0.57003  0.288
C -5.31194 -5.68243 5.97425  -0.773
O -4.86351 -6.10059 4.70687  -0.271
C -4.92082 -5.07189 3.72872  -0.623
C -3.84210 -5.23633 2.68172  -0.413
O -2.54204 -4.87377 3.10984  -0.292
C -1.86470 -5.71029 4.02851  -0.437
C -1.36313 -7.01198 3.44383  -0.612
O -2.41985 -7.93580 3.22963  -0.281
C -2.21061 -8.76854 2.11330  -0.761
H -6.39291 -5.49699 5.97279  0.323
H -5.09042 -6.48127 6.68062  0.229
H -4.79109 -4.77479 6.29971  0.345
H -4.81092 -4.08851 4.19876  0.358
H -5.90092 -5.11818 3.23485  0.395
H -4.06943 -4.53204 1.87803  0.422
H -3.85915 -6.23928 2.25022  0.156
H -2.45656 -5.88268 4.92996  0.159
H -0.98416 -5.13426 4.32313  0.431
H -0.64583 -7.45993 4.14516  0.390
H -0.84301 -6.79711 2.50383  0.358
H -1.99078 -8.17962 1.21565  0.342
H -3.13001 -9.32735 1.94491  0.229
H -1.38956 -9.47359 2.29134  0.323
C 2.55210 6.97809 -2.10051  -0.769
O 3.74892 6.40497 -2.58038  -0.324
C 3.63769 5.00453 -2.80059  -0.539
C 4.54321 4.55461 -3.92345  -0.355
O 4.08936 4.89533 -5.22699  -0.453
C 4.16918 6.24713 -5.63679  -0.368
C 5.56460 6.72102 -5.98112  -0.542
O 6.35280 6.92200 -4.82033  -0.273
C 7.71874 6.64441 -5.01791  -0.772
H 2.33551 6.64850 -1.07875  0.329
H 2.68197 8.05979 -2.10594  0.247
H 1.70409 6.72366 -2.74560  0.336
H 2.60469 4.73105 -3.03950  0.389
H 3.93000 4.48618 -1.87921  0.387
H 4.54955 3.46271 -3.90955  0.414
H 5.56946 4.88983 -3.76082  0.141
H 3.69258 6.91449 -4.91632  0.150
H 3.58384 6.29076 -6.55918  0.392
H 5.48908 7.67561 -6.52070  0.382
H 6.03455 5.98365 -6.64241  0.344
H 7.86210 5.64358 -5.44137  0.339
H 8.20383 6.68105 -4.04396  0.230
H 8.18402 7.38586 -5.67911  0.325



Number 1: calculated total energy -85938.0655 eV. Number 2: calculated total energy -48405.9403 eV.